Molecular formula: C3H5N3
Method: DFT, the ωB97M-V functional and the def2-TZVPD basis

Structure (XYZ):
```
11
Properties=species:S:1:pos:R:3:forces:R:3:lowdin_charge:R:1
C 1.5399 -0.4648 0.1275 0.0363 -0.1244 -0.0658 -0.08
N 0.4352 0.4168 0.4422 -0.1369 0.1385 -0.0445 -0.03
C -0.8475 0.4100 -0.0087 -0.0358 0.3839 0.1362 -0.47
N -1.4655 1.5232 0.1166 -0.3086 -0.2914 0.0510 0.12
C -1.3924 -0.8407 -0.5432 -0.4870 -0.7431 -0.3549 -0.13
N -1.8508 -1.8005 -1.0003 0.5309 1.0246 0.5146 0.16
H 1.1585 -1.4583 -0.1282 -0.0118 0.1888 0.0346 0.08
H 2.1508 -0.1066 -0.7106 -0.1407 -0.0112 0.0960 0.08
H 2.1865 -0.5781 1.0043 -0.1590 0.0598 -0.1531 0.08
H 0.5495 1.3915 0.7092 0.9095 -0.3275 0.1859 0.13
H -2.4643 1.5076 -0.0088 -0.1970 -0.2978 -0.4001 0.05
```
Forces are in eV/Å.

The spin multiplicity is 1. The value obtained for the LUMO energy is 0.023 hartree. The largest force on an atom comes out at 1.26 eV/Å. For the energy, the calculation gives -7661.358 eV. Its total charge is 0. The value obtained for the energy above the lowest of the compared OMol25 structures with the same formula, charge and spin is 105.9 kJ/mol. As for the orbital gap: 10.11 eV.

---

Molecular formula: C35H25N6PdTe
Method: DFT, the ωB97M-V functional and the def2-TZVPD basis

Structure (XYZ):
```
68
Properties=species:S:1:pos:R:3:forces:R:3:lowdin_charge:R:1
Pd -1.0690 1.3869 0.1102 0.1374 0.3983 0.0559 0.94
N -4.4090 -1.6267 0.0535 -0.0062 -0.0083 0.0144 0.16
C -3.1979 -1.1125 0.0535 0.0040 0.0655 0.0485 -0.16
N -2.9048 0.1718 0.0851 0.0053 -0.0274 -0.0372 0.04
C -4.0079 1.0571 0.1110 -0.0523 -0.0374 0.0286 -0.24
N -3.8328 2.3342 0.1209 0.0793 -0.0819 -0.0796 0.11
N -2.5254 2.6766 0.0961 -0.3376 0.3592 -0.0209 -0.13
C -2.2105 3.9118 -0.0438 -0.0213 -0.0016 0.0610 0.02
C -0.7967 4.2170 0.0268 0.0308 -0.0760 -0.0190 -0.22
C -0.3035 5.5033 -0.0017 -0.0254 0.0111 0.0024 0.04
C 1.0593 5.7060 0.1855 -0.0037 -0.0029 0.0120 0.02
C 1.8606 4.6059 0.4171 0.0171 0.0074 0.0067 0.01
C 1.2978 3.3372 0.4239 -0.0619 0.0048 0.0821 -0.08
N -0.0004 3.1247 0.2066 0.2307 0.3469 0.0479 -0.01
C -5.3635 0.5421 0.1250 -0.0018 0.0175 -0.0099 -0.08
C -6.4822 1.3843 0.1629 -0.0035 0.0023 -0.0002 0.02
C -7.7454 0.8365 0.1698 0.0101 0.0037 0.0028 -0.01
C -7.9177 -0.5508 0.1355 -0.0045 -0.0082 0.0005 -0.01
C -6.8281 -1.3983 0.0965 -0.0057 0.0014 0.0065 0.02
C -5.5613 -0.8345 0.0930 -0.0047 -0.0091 -0.0030 -0.16
H -4.5108 -2.6321 0.0211 -0.0020 0.0023 -0.0016 0.18
H -2.4000 -1.8337 0.0223 0.0055 -0.0132 -0.0120 0.03
H -2.9869 4.6595 -0.1555 0.0041 0.0160 0.0257 0.16
H -0.9822 6.3323 -0.1498 0.0072 0.0050 -0.0023 0.14
H 1.4734 6.7052 0.1780 0.0009 -0.0001 -0.0184 0.14
H 2.9198 4.7116 0.6042 -0.0017 0.0053 0.0103 0.13
H 1.9095 2.4802 0.6474 -0.0220 -0.0414 -0.0193 0.10
H -6.3394 2.4547 0.1865 -0.0039 -0.0004 0.0028 0.13
H -8.6120 1.4818 0.2018 0.0006 0.0010 -0.0035 0.13
H -8.9156 -0.9676 0.1392 0.0003 0.0000 0.0009 0.13
H -6.9589 -2.4728 0.0700 0.0021 0.0002 -0.0023 0.13
N 7.8256 1.8718 -3.6392 0.0055 0.0005 0.0002 0.25
C 6.8176 1.6523 -3.1347 -0.0255 -0.0052 0.0111 -0.13
C 5.5594 1.3774 -2.5051 0.0311 -0.0015 -0.0473 -0.15
C 4.4061 1.2829 -3.2944 -0.0216 0.0199 0.0186 0.03
C 3.1992 1.0088 -2.6948 0.0207 -0.0246 -0.0541 0.04
C 3.1429 0.8244 -1.2958 -0.1158 -0.0772 0.1199 -0.26
C 4.3100 0.9408 -0.5075 0.0921 0.0171 -0.0088 0.01
C 5.5130 1.2123 -1.1129 -0.0494 0.0252 0.0527 0.03
C 1.9277 0.4926 -0.7011 0.0135 0.7749 -0.1660 -0.11
C 0.7947 0.3390 -0.1878 -0.3455 -0.6592 -0.3056 -0.42
H 4.4766 1.4237 -4.3640 -0.0038 0.0039 0.0011 0.14
H 2.2962 0.9311 -3.2857 0.0095 -0.0287 -0.0028 0.14
H 4.2534 0.8126 0.5659 0.0102 -0.0456 0.0047 0.14
H 6.4215 1.3000 -0.5333 -0.0008 0.0054 0.0004 0.14
Te 0.2040 -1.6648 -0.2266 0.2699 -0.6527 0.4182 1.86
C 0.3176 -1.9679 1.8481 0.0721 0.0143 -0.1148 -0.43
C -0.6634 -2.7429 2.4533 -0.0746 0.0026 -0.0167 -0.13
C -0.5439 -3.0370 3.8054 -0.0037 0.0041 -0.0032 -0.04
C 0.5409 -2.5590 4.5251 0.0177 0.0065 -0.0125 -0.02
C 1.5160 -1.7854 3.9035 -0.0079 -0.0059 0.0070 -0.03
C 1.4138 -1.4891 2.5541 0.0086 0.0229 0.0426 -0.11
C 1.7587 -2.9024 -0.8544 -0.0886 -0.2083 -0.1544 -0.44
C 1.2730 -4.2003 -1.0112 0.1934 0.0049 -0.0245 -0.14
C 2.1468 -5.1901 -1.4361 -0.0432 -0.0234 0.0255 -0.03
C 3.4681 -4.8721 -1.7156 0.0144 -0.0399 -0.0196 -0.02
C 3.9314 -3.5736 -1.5593 -0.0037 0.0499 0.0197 -0.03
C 3.0758 -2.5685 -1.1272 -0.0353 -0.1686 0.1060 -0.09
H -1.5115 -3.1310 1.9007 0.0203 -0.0128 -0.0251 0.09
H -1.2961 -3.6427 4.2921 0.0010 -0.0022 -0.0027 0.13
H 0.6332 -2.7946 5.5766 -0.0036 0.0059 0.0014 0.13
H 2.3613 -1.4206 4.4711 0.0002 -0.0044 0.0023 0.13
H 2.1815 -0.8965 2.0720 0.0091 -0.0081 -0.0191 0.10
H 0.2406 -4.4604 -0.7971 -0.0143 0.0100 -0.0438 0.10
H 1.7935 -6.2053 -1.5536 -0.0076 0.0043 -0.0045 0.13
H 4.1423 -5.6448 -2.0595 0.0062 0.0022 0.0110 0.13
H 4.9670 -3.3428 -1.7703 -0.0066 0.0195 -0.0044 0.12
H 3.4467 -1.5692 -0.9932 0.0785 0.0341 0.0080 0.07
```
Forces are in eV/Å.

The spin multiplicity is 1. The value obtained for the LUMO energy is -0.380 hartree. The largest force on an atom comes out at 0.82 eV/Å. For the energy, the calculation gives -56385.771 eV. Its total charge is +3. The value obtained for the energy above the lowest of the compared OMol25 structures with the same formula, charge and spin is 89.2 kJ/mol. As for the orbital gap: 5.90 eV.

---

Molecular formula: C19H23N2O8RuS2
Method: DFT, the ωB97M-V functional and the def2-TZVPD basis

Structure (XYZ):
```
55
Properties=species:S:1:pos:R:3:forces:R:3:lowdin_spin:R:1
Ru 0.2238 -0.2987 0.5684 0.9658 0.1419 0.8363 0.02
O 1.6646 0.1990 -1.3536 -0.3580 -0.5585 -0.0765 0.01
C 1.1022 -0.3397 -2.5531 0.1322 0.0266 0.0055 0.00
C 0.6793 -1.7675 -2.2790 -0.1247 0.1351 0.1683 0.00
N -0.5473 -1.8279 -1.5047 0.0963 -0.6048 -0.6839 0.00
C -0.8071 -3.1828 -1.0633 -0.0231 0.1549 0.0513 0.00
C 0.0148 -3.5872 0.1708 -0.0755 -0.0185 0.1510 0.00
O 0.2376 -4.7964 0.3176 0.0241 -0.1003 0.0204 0.00
O 0.3190 -2.6438 0.9548 -0.1139 -0.0210 -0.1089 0.00
C -1.6746 -1.1647 -2.1257 0.0179 -0.1457 0.0882 0.00
C -2.0860 0.1099 -1.3898 -0.3715 0.5041 0.3505 0.00
O -2.7703 0.9297 -2.0240 -0.0517 -0.0120 -0.0400 -0.01
O -1.7781 0.1862 -0.1597 -0.0453 -0.1659 -0.5431 0.01
H 1.5256 1.1517 -1.3725 -0.1326 0.1943 0.1666 0.00
H 1.8428 -0.3290 -3.3624 0.0664 0.0416 0.0819 0.00
H 0.2579 0.2828 -2.8606 -0.0281 -0.0587 -0.0578 0.00
H 1.4676 -2.2381 -1.6830 0.0184 -0.0251 -0.0733 0.00
H 0.5959 -2.3294 -3.2298 -0.0480 0.0734 -0.0426 0.00
H -0.6586 -3.9255 -1.8640 0.0060 -0.0166 0.0272 0.00
H -1.8491 -3.2423 -0.7380 0.0285 -0.0308 -0.0220 0.00
H -2.5486 -1.8217 -2.0657 -0.0155 0.0694 -0.0805 0.00
H -1.5208 -0.9440 -3.1875 0.0263 0.0060 -0.0032 0.00
S 2.1564 -0.3364 2.1050 -0.0168 0.1541 -0.0971 0.06
C 0.9127 -0.0186 3.2810 0.2796 -0.1941 -0.0106 0.12
N -0.2437 -0.7682 3.0195 -0.1999 -0.1373 -0.6311 0.15
C -1.3637 -0.6674 3.8465 -0.0533 0.0782 0.0820 0.21
C -1.3892 0.2493 4.8574 -0.0412 -0.0609 -0.0483 0.03
C -0.2744 1.0628 5.1151 0.1672 -0.0696 -0.1755 0.29
C 0.8874 0.8895 4.2960 -0.0467 0.1528 0.2053 0.07
H -0.0768 -1.6526 2.5311 -0.0068 -0.0814 0.1507 0.01
H -2.1870 -1.3205 3.6009 -0.0211 0.0216 -0.0195 0.01
H -2.2914 0.3329 5.4517 -0.0006 0.0128 0.0186 -0.01
H -0.2971 1.8083 5.8970 0.0126 0.0208 0.0275 0.02
H 1.7679 1.5019 4.4355 -0.0142 0.0252 0.0177 0.00
C -4.5997 6.8273 0.6679 0.0513 -0.0121 -0.0080 0.00
C -3.3381 6.1087 0.2548 -0.1966 0.0846 0.0141 0.00
C -3.3982 4.8690 -0.3685 0.1048 -0.1090 -0.0816 0.00
C -2.2457 4.1899 -0.7500 -0.0882 0.2209 -0.0367 0.00
C -1.0140 4.7846 -0.5032 0.1254 -0.3855 0.1779 0.00
C -0.9304 6.0173 0.1293 -0.0789 0.0754 -0.0468 0.00
C -2.0934 6.6801 0.4964 0.1498 -0.0610 -0.0794 0.00
S 0.4839 3.8798 -0.8791 -0.4274 0.3386 -0.0623 0.00
O 0.7444 4.0190 -2.2886 0.0158 0.0812 -0.0815 0.00
O 1.4887 4.3420 0.0363 0.1985 0.1366 0.0940 0.00
O 0.0711 2.4430 -0.6253 0.1687 -0.4786 -0.3787 0.00
H -5.4748 6.1967 0.5133 -0.0057 -0.0040 0.0024 0.00
H -4.7405 7.7445 0.0899 0.0082 -0.0099 0.0017 0.00
H -4.5669 7.1077 1.7231 0.0036 -0.0078 -0.0110 0.00
H -4.3580 4.3995 -0.5524 -0.0144 0.0258 0.0282 0.00
H -2.3303 3.2136 -1.2172 0.1187 -0.1151 0.0587 0.00
H 0.0400 6.4452 0.3454 0.0133 -0.0704 0.0043 0.00
H -2.0293 7.6454 0.9888 -0.0045 -0.0227 0.0130 0.00
C 0.3213 1.6481 0.7510 -0.1361 0.5165 0.5816 0.00
H 1.2811 2.0691 1.0511 -0.0636 0.0461 0.1194 0.00
H -0.4950 2.0247 1.3756 0.0042 0.2388 -0.0447 0.00
```
Forces are in eV/Å.

The spin multiplicity is 2. The value obtained for the LUMO energy (alpha / beta) is 0.156 / 0.156 hartree. The largest force on an atom comes out at 1.29 eV/Å. The expectation value of S² is 1.097. For the energy, the calculation gives -63688.478 eV. Its total charge is -2. The value obtained for the energy above the lowest of the compared OMol25 structures with the same formula, charge and spin is 190.0 kJ/mol. As for the orbital gap (alpha / beta): 4.11 / 5.14 eV.